ORCA calculation (the ωB97M-V functional and the def2-TZVPD basis) on C18H39Al2Br3Cl2FI2KNNaO2PS as an isolated structure in a non-equilibrium geometry.

```
74
Properties=species:S:1:pos:R:3
C 1.515 -6.752 -1.044
C -0.037 -6.272 -1.441
I -1.457 -7.887 -1.867
C -0.471 -4.850 -1.515
I 1.122 -3.339 -1.119
Al -2.348 -4.156 -1.964
Br -2.581 -3.905 -4.366
C -3.893 -5.226 -1.140
C -5.299 -4.332 -1.004
O -6.453 -5.265 -1.147
C -5.373 -3.650 0.494
N -6.259 -2.416 0.424
P -2.486 -1.995 -1.003
S -1.799 -1.957 0.843
H 1.971 -6.130 -0.160
H 2.205 -6.742 -2.017
H 1.493 -7.882 -0.686
H -4.171 -6.095 -1.908
H -3.640 -5.768 -0.127
H -5.368 -3.523 -1.879
H -7.124 -5.075 -0.424
H -4.290 -3.433 0.887
H -5.844 -4.437 1.246
H -7.234 -2.793 0.336
H -6.063 -1.877 -0.463
H -3.875 -1.581 -0.941
H -1.761 -1.050 -1.816
C 2.943 1.379 1.050
C 4.188 1.554 0.220
C 4.891 0.229 0.420
O 3.869 -0.757 0.623
C 2.621 -0.083 0.833
H 2.124 2.043 0.761
H 3.173 1.558 2.107
H 3.916 1.678 -0.835
H 4.799 2.410 0.519
H 5.523 0.245 1.314
H 5.508 -0.051 -0.439
H 2.009 -0.226 -0.064
H 2.100 -0.530 1.685
Na -0.234 -3.661 -4.027
Al -8.634 -3.397 0.970
Cl -5.514 -2.301 5.932
C -4.112 -3.196 5.293
C -4.313 -3.623 3.847
Cl -5.568 -4.876 3.684
H -3.931 -4.056 5.946
H -3.250 -2.527 5.366
H -3.387 -4.051 3.454
H -4.594 -2.777 3.212
C 4.271 5.128 -1.968
C 4.836 5.767 -0.708
C 3.783 5.992 0.381
C 2.647 6.951 0.005
C 3.088 8.355 -0.416
C 3.807 9.114 0.689
H 3.522 5.766 -2.444
H 5.071 4.958 -2.695
H 3.809 4.162 -1.741
H 5.331 6.709 -0.964
H 5.616 5.110 -0.306
H 4.285 6.356 1.284
H 3.342 5.025 0.652
H 1.969 7.034 0.864
H 2.053 6.513 -0.806
H 2.198 8.926 -0.708
H 3.726 8.307 -1.305
H 3.170 9.214 1.572
H 4.068 10.121 0.345
H 4.735 8.616 0.984
Br 1.666 9.392 2.121
Br -2.834 -1.298 -5.374
F -5.234 -2.477 -5.712
K 6.466 -0.340 -1.820
```

Values from the calculation:
**Highest occupied orbital energy**: -6.747 eV
**E_LUMO**: -5.75 eV
**DFT total energy**: -333016.554 eV
**Charge**: +1
**Frontier orbital gap**: 1.00 eV

ORCA calculation (the ωB97M-V functional and the def2-TZVPD basis) on C2H44O22Sn as an isolated structure in a non-equilibrium geometry.

```
69
Properties=species:S:1:pos:R:3
Sn -0.991 -3.021 -0.360
O 0.756 -1.521 -1.214
C 0.442 -0.137 -0.912
C -0.096 -0.079 0.436
O -1.376 -0.586 0.490
H -0.216 0.237 -1.650
H 1.390 0.432 -0.995
H -0.167 0.951 0.805
H 0.502 -0.602 1.212
O -4.644 -1.517 0.227
H -4.952 -0.584 0.081
H -3.712 -1.420 0.444
O -1.819 3.283 0.334
H -1.030 3.556 -0.191
H -2.511 3.972 0.087
O -2.648 -2.988 1.755
H -2.300 -2.174 2.174
H -3.530 -3.105 2.047
O -2.824 -1.576 -2.004
H -2.900 -1.340 -2.919
H -2.686 -0.770 -1.461
O 1.122 0.761 3.277
H 0.602 1.489 3.006
H 0.838 0.546 4.124
O 3.061 -1.227 1.988
H 2.533 -0.474 2.274
H 3.939 -1.214 2.408
O -2.615 1.077 -1.122
H -2.476 1.950 -0.833
H -2.107 0.634 -0.375
O 0.636 -3.034 1.719
H -0.057 -2.600 2.191
H 1.308 -2.381 1.878
O 2.224 1.924 1.032
H 2.886 1.410 0.601
H 1.494 1.389 1.319
O -1.182 -1.343 3.200
H -0.999 -0.695 2.551
H -1.353 -0.820 3.949
O 0.389 3.723 -1.034
H 0.173 3.488 -1.916
H 0.726 2.918 -0.641
O 2.366 2.185 -2.614
H 1.521 2.544 -2.875
H 2.258 1.301 -2.357
O 2.846 -2.806 -0.278
H 3.068 -2.386 0.513
H 2.185 -2.330 -0.749
O 3.127 -0.681 -2.569
H 2.326 -0.805 -2.122
H 3.817 -0.554 -1.930
O -2.768 1.049 2.437
H -2.969 1.946 2.145
H -2.270 0.556 1.757
O 4.165 0.263 -0.026
H 3.959 -0.424 0.579
H 5.008 0.693 0.248
O 0.253 -0.751 -3.750
H 0.153 -0.868 -2.823
H -0.618 -0.573 -3.995
O -0.288 -4.061 -2.627
H 0.501 -3.613 -2.846
H -0.054 -4.950 -2.569
O -0.654 2.250 -3.096
H -0.944 1.366 -2.916
H -1.399 2.813 -3.287
O -0.586 2.850 2.860
H 0.255 3.363 2.817
H -1.086 3.093 2.091
```

Values from the calculation:
**Highest occupied orbital energy**: -9.413 eV
**E_LUMO**: -0.06 eV
**DFT total energy**: -53664.638 eV
**Charge**: 0
**Frontier orbital gap**: 9.36 eV

ORCA calculation (the ωB97M-V functional and the def2-TZVPD basis) on one molecule with the formula C24H31N5O4S in a non-equilibrium geometry.

```
65
Properties=species:S:1:pos:R:3
C -1.043 -4.001 0.344
C 0.258 -3.490 0.943
O 0.974 -2.815 -0.076
C 2.065 -2.086 0.262
C 2.616 -1.999 1.528
C 3.673 -1.132 1.784
C 4.219 -0.367 0.773
C 3.717 -0.503 -0.520
C 2.647 -1.334 -0.788
O 2.060 -1.476 -2.004
C 2.462 -0.621 -3.057
C 1.505 -0.846 -4.217
H 1.539 -1.886 -4.527
H 0.490 -0.611 -3.909
H 1.782 -0.211 -5.054
H 3.492 -0.857 -3.363
H 2.426 0.428 -2.730
H 4.161 0.077 -1.312
C 5.273 0.669 1.056
H 6.169 0.484 0.460
H 5.553 0.626 2.110
C 4.746 2.074 0.719
N 3.419 2.286 1.255
C 2.326 2.383 0.468
O 2.396 2.466 -0.743
C 1.010 2.376 1.244
C -0.044 3.311 0.634
H 0.386 4.300 0.473
C -0.578 2.777 -0.698
N -1.046 1.420 -0.546
C -2.319 1.110 -0.307
N -2.722 -0.043 0.092
N -4.067 -0.121 0.155
C -4.757 0.997 -0.183
N -6.041 1.118 -0.180
C -6.755 0.025 0.193
C -6.152 -1.146 0.551
C -4.729 -1.311 0.560
O -4.089 -2.295 0.859
H -6.732 -2.005 0.845
C -8.236 0.207 0.178
H -8.742 -0.689 0.523
H -8.506 1.049 0.813
H -8.562 0.444 -0.833
S -3.650 2.271 -0.627
C -0.013 0.509 -0.096
H -0.416 -0.502 -0.082
C 0.474 0.934 1.287
H 1.254 0.251 1.626
H -0.361 0.881 1.989
H 0.806 0.566 -0.813
H -1.390 3.408 -1.065
H 0.233 2.770 -1.430
H -0.873 3.408 1.340
H 1.214 2.710 2.267
H 3.303 2.127 2.243
H 5.425 2.836 1.115
H 4.659 2.205 -0.361
H 4.060 -1.059 2.790
H 2.213 -2.584 2.340
H 0.861 -4.327 1.325
H 0.042 -2.805 1.773
H -0.835 -4.556 -0.566
H -1.708 -3.174 0.112
H -1.544 -4.651 1.055
```

Values from the calculation:
**Highest occupied orbital energy**: -8.006 eV
**E_LUMO**: 0.56 eV
**DFT total energy**: -51867.791 eV
**Charge**: 0
**Frontier orbital gap**: 8.56 eV
**SMILES**: CCOc1ccc(CCNC(=O)C2CCN(c3nn4c(=O)cc(C)nc4s3)CC2)cc1OCC

ORCA calculation (the ωB97M-V functional and the def2-TZVPD basis) on a 2-piece molecular cluster, C5H8O2 overall.

```
15
Properties=species:S:1:pos:R:3
C -0.613 0.951 -1.558
C -0.663 -0.271 -0.692
O -0.397 -1.414 -1.409
C 2.003 0.074 0.595
O 2.167 -0.085 1.780
C -0.910 -0.271 0.599
C -1.041 -0.291 1.899
H 0.348 0.985 -2.086
H -0.729 1.857 -0.960
H -1.403 0.915 -2.315
H -0.452 -2.167 -0.805
H 1.857 1.078 0.149
H 2.005 -0.768 -0.125
H -0.161 -0.213 2.540
H -2.011 -0.381 2.387
```

Values from the calculation:
**Highest occupied orbital energy**: -8.931 eV
**E_LUMO**: 0.76 eV
**DFT total energy**: -9406.984 eV
**Charge**: 0
**Frontier orbital gap**: 9.69 eV
**SMILES**: C=C=C(C)O.C=O

ORCA calculation (the ωB97M-V functional and the def2-TZVPD basis) on C10H13BrSi as an isolated structure in a non-equilibrium geometry.

```
25
Properties=species:S:1:pos:R:3
C -2.771 2.101 -0.181
C -1.585 2.439 -0.825
C -2.866 0.874 0.472
C -0.606 1.412 -0.891
C -1.902 -0.053 0.469
C -0.710 0.197 -0.226
C 2.048 0.728 2.062
C 2.318 0.340 0.832
C 0.517 -2.557 0.819
C 1.415 -1.331 -2.047
Si 0.727 -1.043 -0.325
Br 3.996 0.360 -0.247
H -3.575 2.701 -0.095
H -1.484 3.335 -1.373
H -3.691 0.519 1.040
H 0.317 1.724 -1.517
H -2.193 -0.901 1.040
H 2.777 1.341 2.662
H 1.105 0.586 2.401
H -0.188 -2.307 1.713
H 0.078 -3.467 0.295
H 1.463 -2.858 1.262
H 0.810 -0.997 -2.760
H 2.420 -0.776 -2.272
H 1.579 -2.369 -2.306
```

Values from the calculation:
**Highest occupied orbital energy**: -8.566 eV
**E_LUMO**: 0.57 eV
**DFT total energy**: -88498.633 eV
**Charge**: 0
**Frontier orbital gap**: 9.14 eV

ORCA calculation (the ωB97M-V functional and the def2-TZVPD basis) on C18H32N4O20S4 as an isolated structure in a non-equilibrium geometry.

```
78
Properties=species:S:1:pos:R:3
C -1.020 -2.985 -3.567
N -2.252 -2.219 -3.752
O -3.098 -2.545 -2.945
O -2.338 -1.381 -4.594
H -0.191 -2.516 -3.036
H -0.715 -3.178 -4.595
H -1.290 -3.991 -3.244
C 0.188 4.192 2.547
N 1.448 4.265 1.772
O 2.403 3.642 2.177
O 1.421 4.902 0.742
H 0.531 3.684 3.448
H -0.451 3.651 1.849
H -0.112 5.220 2.750
C -1.170 -4.478 1.581
C -2.136 -3.979 0.505
O -3.283 -3.591 1.124
S -3.478 -4.376 2.593
O -4.481 -5.407 2.318
O -3.624 -3.466 3.682
O -1.964 -5.090 2.502
H -0.709 -3.594 2.022
H -0.366 -5.119 1.218
H -2.406 -4.726 -0.242
H -1.758 -3.172 -0.122
C 4.300 -2.246 -2.088
C 3.054 -3.056 -1.816
O 2.322 -3.067 -3.061
S 2.670 -1.648 -3.941
O 1.513 -0.724 -3.904
O 3.245 -2.056 -5.289
O 3.798 -1.214 -2.870
H 5.055 -2.624 -2.776
H 4.713 -1.845 -1.162
H 2.511 -2.519 -1.038
H 3.249 -4.110 -1.622
C -1.149 0.675 3.923
C -2.119 1.492 4.770
O -1.688 1.376 6.108
S -0.052 1.426 6.103
O 0.453 0.819 7.335
O 0.523 2.774 5.723
O -0.036 0.402 4.778
H -0.849 1.220 3.027
H -1.590 -0.276 3.626
H -3.097 1.013 4.728
H -2.091 2.530 4.439
C 2.816 2.386 -4.914
C 1.838 3.580 -4.860
O 1.634 4.169 -3.598
S 2.905 3.697 -2.667
O 2.501 3.339 -1.285
O 4.017 4.717 -2.720
O 3.270 2.320 -3.592
H 3.642 2.571 -5.601
H 2.371 1.475 -5.313
H 0.847 3.283 -5.205
H 2.114 4.451 -5.454
N 1.798 0.696 0.438
C 1.567 0.143 1.654
C 0.563 -0.901 1.478
C 0.295 -0.998 0.077
C 1.018 0.005 -0.490
H 2.479 1.400 0.192
H 2.174 0.433 2.498
H 0.171 -1.517 2.274
H -0.303 -1.616 -0.575
H 1.154 0.355 -1.503
N -3.925 0.992 1.623
C -4.195 2.130 0.930
C -3.132 2.281 -0.017
C -2.239 1.192 0.024
C -2.772 0.439 1.152
H -4.542 0.670 2.355
H -5.112 2.661 1.140
H -2.994 3.103 -0.703
H -1.427 0.943 -0.644
H -2.416 -0.485 1.581
```

Values from the calculation:
**Highest occupied orbital energy (spin up / spin down)**: -11.432 / -11.422 eV
**E_LUMO (spin up / spin down)**: -3.71 / -7.57 eV
**DFT total energy**: -109414.481 eV
**Charge**: +1
**Spin multiplicity**: 2
**Frontier orbital gap (spin up / spin down)**: 7.72 / 3.85 eV

ORCA calculation (the ωB97M-V functional and the def2-TZVPD basis) on one molecule with the formula C20H22N2O7S.

```
52
Properties=species:S:1:pos:R:3
C 1.191 4.013 -1.148
H 1.853 4.638 -1.747
O 1.997 2.965 -0.667
C 1.423 2.039 0.151
C 0.085 2.015 0.490
C -0.397 0.986 1.295
C 0.469 0.024 1.799
C 1.823 0.051 1.493
C 2.310 1.049 0.630
O 3.576 1.197 0.163
C 4.585 0.251 0.441
H 4.303 -0.750 0.112
H 4.835 0.223 1.503
H 5.451 0.594 -0.126
O 2.716 -0.853 1.991
C 2.252 -1.832 2.901
H 1.842 -1.369 3.803
H 3.135 -2.414 3.162
H 1.504 -2.480 2.440
H 0.058 -0.757 2.416
C -1.840 0.846 1.549
O -2.356 -0.159 1.993
O -2.530 1.942 1.211
C -3.951 1.850 1.225
C -4.496 1.528 -0.166
H -5.585 1.545 -0.113
H -4.161 2.291 -0.870
C -4.027 0.161 -0.678
N -2.691 0.269 -1.192
C -1.800 -0.612 -1.023
N -1.884 -1.813 -0.335
S -0.445 -2.690 -0.367
O 0.023 -2.912 0.969
O -0.619 -3.850 -1.185
C 0.435 -1.437 -1.268
C 1.747 -1.416 -1.683
C 2.168 -0.343 -2.458
C 1.276 0.658 -2.818
C -0.044 0.620 -2.401
C -0.463 -0.439 -1.607
H -0.755 1.383 -2.673
H 1.623 1.478 -3.429
H 3.195 -0.288 -2.785
H 2.417 -2.215 -1.408
H -2.439 -1.836 0.508
H -4.143 -0.594 0.111
H -4.661 -0.133 -1.522
H -4.311 2.826 1.560
H -4.252 1.079 1.943
H -0.607 2.750 0.119
H 0.376 3.640 -1.775
H 0.775 4.609 -0.330
```

Values from the calculation:
**Highest occupied orbital energy**: -8.119 eV
**E_LUMO**: 0.20 eV
**DFT total energy**: -49243.755 eV
**Charge**: 0
**Frontier orbital gap**: 8.32 eV
**SMILES**: COc1cc(C(=O)OCCC/N=C2\NS(=O)(=O)c3ccccc32)cc(OC)c1OC

ORCA calculation (the ωB97M-V functional and the def2-TZVPD basis) on C22H20N7O2OsS as an isolated structure.

```
53
Properties=species:S:1:pos:R:3
Os 0.762 0.165 -0.113
C 1.267 -5.184 1.311
C 0.102 -4.413 1.907
N 0.535 -3.166 2.565
C 0.605 -1.971 2.032
S -0.050 -1.764 0.307
N 1.076 -0.922 2.646
N 0.891 0.225 1.924
C 0.672 1.344 2.536
C 0.711 1.541 4.005
C 0.236 2.407 1.613
C -0.067 3.689 1.997
C -0.599 4.576 1.057
C -0.819 4.152 -0.244
C -0.486 2.857 -0.587
N 0.038 2.002 0.313
H 0.908 -6.127 0.901
H 2.015 -5.412 2.070
H 1.748 -4.623 0.507
H -0.415 -5.000 2.663
H -0.648 -4.167 1.153
H 0.873 -3.242 3.519
H 1.049 0.642 4.508
H -0.283 1.801 4.375
H 1.381 2.367 4.256
H 0.092 4.001 3.020
H -0.846 5.589 1.349
H -1.238 4.813 -0.989
H -0.621 2.486 -1.593
O 6.810 -0.334 -3.632
N 5.859 -0.363 -4.381
O 5.895 -0.453 -5.578
C 4.499 -0.259 -3.765
C 3.464 -0.212 -4.629
C 2.117 -0.098 -4.157
C 0.984 -0.071 -4.996
C -0.266 0.028 -4.432
C -0.390 0.121 -3.043
N 0.666 0.112 -2.234
C 1.902 -0.015 -2.788
C 2.998 -0.089 -1.881
N 2.679 -0.051 -0.538
C 3.652 -0.153 0.386
C 4.977 -0.271 0.011
C 5.317 -0.301 -1.328
C 4.312 -0.214 -2.329
H 3.666 -0.264 -5.692
H 1.106 -0.134 -6.070
H -1.158 0.037 -5.042
H -1.366 0.201 -2.578
H 3.348 -0.152 1.424
H 5.739 -0.347 0.774
H 6.350 -0.398 -1.621
```

Values from the calculation:
**Highest occupied orbital energy**: -17.667 eV
**E_LUMO**: -11.84 eV
**DFT total energy**: -50938.488 eV
**Charge**: +3
**Frontier orbital gap**: 5.82 eV

ORCA calculation (the ωB97M-V functional and the def2-TZVPD basis) on a 3-piece molecular cluster, C5H12O overall.

```
18
Properties=species:S:1:pos:R:3
C -1.906 -0.911 0.379
C -1.408 0.250 -0.432
C -1.056 1.423 0.087
C 1.758 1.816 -0.129
O 2.469 0.972 0.352
C 1.337 -1.684 -0.081
H -1.555 -0.855 1.414
H -1.602 -1.876 -0.037
H -3.001 -0.880 0.386
H -1.386 0.119 -1.515
H 0.676 -0.841 -0.275
H -0.806 2.274 -0.542
H -1.019 1.575 1.165
H 1.463 1.812 -1.197
H 1.354 2.657 0.469
H 1.716 -1.595 0.939
H 2.175 -1.634 -0.778
H 0.791 -2.622 -0.203
```

Values from the calculation:
**Highest occupied orbital energy**: -9.837 eV
**E_LUMO**: 0.82 eV
**DFT total energy**: -7425.250 eV
**Charge**: 0
**Frontier orbital gap**: 10.66 eV
**SMILES**: C=CC.C=O.C